Record 1
# C64H39BrF3I4N7O5S2Sn

A molecular structure, C64H39BrF3I4N7O5S2Sn at a distorted geometry (wB97M-V/def2-TZVPD, the Open Molecules 2025 dataset).

ORCA input file:
```
! RIJCOSX wB97M-V def2-TZVPD def2/J DEFGRID3
* xyz -2 1
Sn 0.394 0.102 0.493
I -2.056 -5.908 -6.520
C -1.312 -5.278 -4.641
C -1.205 -6.200 -3.622
C -0.703 -5.785 -2.400
C -0.303 -4.468 -2.197
C -0.413 -3.561 -3.248
C -0.923 -3.963 -4.469
C 0.288 -4.046 -0.873
C 1.530 -3.239 -1.141
C 2.554 -3.795 -1.950
C 3.479 -2.803 -2.113
C 2.998 -1.676 -1.378
C 3.665 -0.445 -1.378
C 4.724 -0.335 -2.405
C 6.057 -0.156 -2.047
C 7.047 -0.088 -3.011
C 6.688 -0.173 -4.341
I 8.207 -0.057 -5.820
C 5.374 -0.344 -4.729
C 4.397 -0.439 -3.756
C 3.496 0.689 -0.579
N 2.760 0.787 0.560
C 2.917 2.039 1.032
C 2.341 2.545 2.225
C 2.622 3.964 2.519
C 3.918 4.403 2.783
C 4.188 5.741 3.006
C 3.147 6.646 2.964
I 3.565 8.707 3.299
C 1.852 6.246 2.703
C 1.592 4.904 2.486
C 1.497 1.856 3.078
C 1.002 2.379 4.331
C 0.269 1.397 4.896
C 0.319 0.266 3.991
N 1.047 0.579 2.910
C -0.293 -0.973 4.257
C -0.328 -2.014 3.297
C -0.515 -3.434 3.620
C -0.324 -4.129 2.497
C 0.039 -3.155 1.418
N -0.093 -1.867 2.020
C -0.831 -1.248 5.578
C -0.132 -0.909 6.746
C -0.616 -1.225 7.998
C -1.823 -1.889 8.108
I -2.532 -2.452 10.034
C -2.558 -2.224 6.986
C -2.060 -1.908 5.738
C 3.764 2.790 0.153
C 4.135 1.946 -0.844
N 1.808 -1.996 -0.773
H -1.496 -7.230 -3.770
H -0.610 -6.505 -1.598
H -0.064 -2.544 -3.130
H -1.000 -3.248 -5.273
H 2.562 -4.795 -2.350
H 4.402 -2.854 -2.660
H 6.328 -0.091 -1.003
H 8.084 0.022 -2.727
H 5.111 -0.413 -5.774
H 3.366 -0.601 -4.032
H 4.722 3.682 2.809
H 5.198 6.069 3.205
H 1.051 6.970 2.660
H 0.591 4.570 2.253
H 1.198 3.365 4.712
H -0.297 1.443 5.807
H -0.742 -3.827 4.596
H -0.361 -5.197 2.357
H 0.830 -0.427 6.658
H -0.045 -0.975 8.881
H -3.512 -2.727 7.084
H -2.631 -2.165 4.859
H 4.023 3.827 0.259
H 4.740 2.178 -1.701
S -0.867 2.684 1.157
C -1.934 1.791 2.131
C -2.726 2.414 3.119
C -3.603 1.661 3.854
C -3.702 0.293 3.597
C -2.874 -0.239 2.628
N -2.019 0.468 1.918
H -2.619 3.477 3.273
H -4.219 2.116 4.621
H -4.401 -0.327 4.139
H -2.897 -1.299 2.401
C -0.706 -3.346 0.071
O -1.146 -2.102 -0.403
C -2.199 -1.987 -1.232
C -2.950 -3.017 -1.769
C -3.982 -2.721 -2.653
Br -4.936 -4.176 -3.413
C -4.316 -1.440 -3.010
C -3.603 -0.381 -2.435
C -2.551 -0.646 -1.545
O -1.871 0.306 -0.953
C -3.882 1.001 -2.756
N -3.384 2.020 -2.100
C -3.854 3.146 -2.706
C -3.629 4.485 -2.414
C -4.248 5.425 -3.211
C -5.078 5.055 -4.271
C -5.321 3.728 -4.573
C -4.697 2.778 -3.782
N -4.708 1.407 -3.776
H -1.579 -3.997 0.244
H 1.110 -3.247 1.184
H 0.590 -4.968 -0.350
H -2.741 -4.050 -1.540
H -5.122 -1.259 -3.706
H -2.161 1.202 -1.273
H -2.985 4.753 -1.594
H -4.083 6.477 -3.021
H -5.533 5.830 -4.875
H -5.962 3.450 -5.398
H -5.161 0.813 -4.448
F 0.526 2.649 -4.683
C 1.189 1.517 -4.419
F 1.323 0.873 -5.592
F 2.423 1.861 -4.031
S 0.344 0.430 -3.148
O -1.037 0.488 -3.566
O 0.987 -0.836 -3.382
O 0.687 1.108 -1.926
*
```

Values from the calculation:
Total energy: -225773.65137 eV
Energy above the lowest of the compared OMol25 structures with the same formula, charge and spin: 20.2 kcal per mole
LUMO level: 3.0 eV

Record 2
# C64H50GeOPSTc

A molecular structure, C64H50GeOPSTc at a distorted geometry (wB97M-V/def2-TZVPD, the Open Molecules 2025 dataset).

ORCA input file:
```
! RIJCOSX wB97M-V def2-TZVPD def2/J DEFGRID3
* xyz 2 1
Tc 0.377 -0.040 0.536
O 2.397 0.537 0.831
S 3.611 1.340 1.259
C 5.045 0.420 0.652
C 6.213 0.537 1.388
C 7.337 -0.158 0.975
C 7.282 -0.957 -0.158
C 6.104 -1.071 -0.878
C 4.975 -0.379 -0.475
C 3.743 2.693 0.074
C 3.465 2.496 -1.266
C 3.671 3.539 -2.152
C 4.128 4.763 -1.695
C 4.361 4.961 -0.343
C 4.179 3.918 0.550
H 6.250 1.167 2.265
H 8.255 -0.077 1.539
H 8.160 -1.494 -0.478
H 6.055 -1.697 -1.755
H 4.047 -0.479 -1.018
H 3.091 1.547 -1.624
H 3.472 3.387 -3.202
H 4.291 5.568 -2.393
H 4.681 5.927 0.013
H 4.377 4.061 1.602
C 1.477 6.471 0.538
C 1.159 5.788 1.698
C 0.693 4.488 1.629
C 0.549 3.856 0.395
C 0.870 4.547 -0.772
C 1.330 5.850 -0.693
P -0.308 2.242 0.281
C -1.660 2.659 -0.840
C -1.749 1.953 -2.037
C -2.683 2.332 -2.985
C -3.554 3.378 -2.722
C -3.462 4.082 -1.532
C -2.500 3.743 -0.599
C -0.829 2.016 2.011
C -2.112 2.270 2.469
C -2.425 2.061 3.801
C -1.470 1.569 4.677
C -0.183 1.312 4.230
C 0.142 1.539 2.904
H 1.810 7.495 0.592
H 1.249 6.266 2.661
H 0.412 3.985 2.540
H 0.736 4.070 -1.734
H 1.563 6.397 -1.594
H -1.075 1.121 -2.207
H -2.732 1.810 -3.926
H -4.305 3.649 -3.449
H -4.133 4.903 -1.331
H -2.398 4.323 0.305
H -2.858 2.639 1.787
H -3.418 2.292 4.155
H -1.720 1.406 5.714
H 0.569 0.955 4.920
H 1.179 1.449 2.600
C 0.940 -1.457 -0.714
C 1.637 -2.467 -0.884
C 2.433 -3.579 -0.991
C 3.499 -3.767 -0.032
C 3.829 -2.750 0.879
C 4.881 -2.892 1.756
C 5.631 -4.061 1.764
C 5.275 -5.105 0.923
C 4.213 -4.974 0.052
C 2.186 -4.574 -2.014
C 0.876 -5.017 -2.246
C 0.658 -6.078 -3.101
C 1.718 -6.685 -3.762
C 3.008 -6.198 -3.599
C 3.247 -5.157 -2.726
H 3.241 -1.847 0.876
H 5.130 -2.096 2.439
H 6.466 -4.170 2.440
H 5.824 -6.033 0.948
H 3.924 -5.818 -0.553
H 0.059 -4.563 -1.701
H -0.342 -6.454 -3.249
H 1.541 -7.530 -4.408
H 3.829 -6.641 -4.142
H 4.243 -4.750 -2.623
C -1.415 -0.488 0.350
Ge -3.354 -0.837 0.217
C -4.376 0.172 1.609
C -4.699 -0.480 2.791
C -5.568 0.105 3.695
C -6.110 1.352 3.436
C -5.780 2.014 2.264
C -4.923 1.422 1.352
C -4.124 -0.415 -1.569
C -3.434 -0.736 -2.730
C -4.034 -0.550 -3.964
C -5.329 -0.063 -4.049
C -6.033 0.219 -2.893
C -5.432 0.045 -1.659
C -3.833 -2.741 0.588
C -5.045 -3.165 0.057
C -5.538 -4.425 0.338
C -4.814 -5.278 1.154
C -3.610 -4.857 1.694
C -3.117 -3.592 1.418
H -4.287 -1.461 2.990
H -5.838 -0.430 4.593
H -6.796 1.797 4.140
H -6.205 2.982 2.049
H -4.690 1.932 0.425
H -2.427 -1.129 -2.659
H -3.498 -0.783 -4.873
H -5.794 0.076 -5.014
H -7.054 0.566 -2.947
H -6.004 0.257 -0.767
H -5.607 -2.498 -0.585
H -6.486 -4.733 -0.074
H -5.191 -6.265 1.368
H -3.054 -5.516 2.343
H -2.175 -3.265 1.843
*
```

Values from the calculation:
Total energy: -148047.40206 eV
LUMO level: -6.9 eV

| no. | highest occupied orbital energy (eV) |
| --- | --- |
| 1 | -1.7 |
| 2 | -12.9 |